77
Properties=species:S:1:pos:R:3:forces:R:3:mulliken_charge:R:1 method="wB97M-V/def2-TZVPD" multiplicity=1 homo_ev=-8.918 smiles="CCP(CC)C(=O)OCCON=O.O=C1OC[C@@H](F)O1.O=C1OC[C@@H](F)O1.O=C1OC[C@@H](F)O1.O=C1OC[C@@H](F)O1.O=C1OC[C@@H](F)O1" gap_ev=8.532
C 5.446 0.021 1.218 0.0 -0.1 0.1 -0.980
C 5.794 0.277 -0.249 0.0 0.0 0.2 -0.592
P 4.725 1.444 -1.180 0.3 0.1 -0.3 -0.185
C 4.519 2.864 -0.011 -0.2 0.2 -0.1 -0.493
C 4.137 4.171 -0.742 0.0 0.0 0.2 -1.185
C 3.106 0.610 -0.938 -0.2 -0.6 -0.2 0.509
O 2.934 -0.551 -0.651 0.0 0.4 0.0 -0.560
O 2.070 1.456 -1.204 0.1 0.3 0.6 -0.110
C 0.837 1.139 -0.558 -0.6 0.0 -0.2 -0.460
C 0.947 1.190 0.962 0.1 -0.2 0.3 -0.325
O -0.268 0.595 1.449 -0.4 0.3 -0.4 -0.248
N -0.812 1.376 2.545 0.4 0.5 -0.1 0.234
O -1.895 1.706 2.321 -0.2 -0.4 0.1 -0.306
H 5.397 0.954 1.787 0.1 -0.1 0.0 0.228
H 6.200 -0.620 1.686 -0.1 0.1 0.0 0.376
H 4.483 -0.488 1.313 0.1 0.1 0.0 0.214
H 5.795 -0.656 -0.821 0.0 0.1 0.1 0.389
H 6.801 0.704 -0.335 -0.1 -0.1 0.0 0.457
H 5.484 2.975 0.491 -0.1 0.0 0.0 0.560
H 3.772 2.626 0.753 0.2 0.0 0.0 0.246
H 3.761 3.981 -1.750 0.0 0.0 0.1 0.296
H 4.997 4.841 -0.813 -0.1 -0.1 -0.1 0.336
H 3.356 4.706 -0.196 0.1 0.0 -0.1 0.299
H 0.441 0.171 -0.876 0.3 0.0 0.1 0.307
H 0.124 1.904 -0.879 0.2 -0.1 -0.1 0.420
H 1.801 0.620 1.339 0.0 0.1 -0.1 0.129
H 1.006 2.230 1.295 0.1 -0.1 0.0 0.369
O 2.855 -3.174 4.880 0.0 -0.1 0.0 -0.528
C 1.777 -2.718 4.700 -0.1 0.0 0.0 0.550
O 1.378 -2.098 3.563 0.0 0.0 0.0 -0.286
C -0.026 -1.835 3.661 -0.1 0.0 0.0 0.517
C -0.242 -1.837 5.157 0.0 -0.1 0.0 0.427
F -1.457 -2.325 5.491 0.0 -0.2 0.0 -0.252
O 0.764 -2.732 5.608 0.1 0.2 0.0 -0.364
H -0.583 -2.646 3.189 0.0 0.0 0.1 0.074
H -0.275 -0.895 3.186 0.2 -0.1 0.0 -0.365
H -0.106 -0.867 5.636 -0.1 0.0 0.1 0.308
O -2.284 0.319 6.282 0.1 0.2 0.1 -0.486
C -3.453 0.156 6.203 0.0 0.0 -0.1 0.583
O -4.344 0.345 7.201 0.0 0.0 0.0 -0.339
C -5.663 0.177 6.669 0.0 0.0 0.0 -0.490
C -5.398 -0.665 5.437 0.0 0.1 0.0 0.485
F -6.243 -0.371 4.414 0.0 0.1 0.0 -0.333
O -4.089 -0.269 5.079 0.0 -0.2 0.0 -0.185
H -6.071 1.149 6.390 0.0 0.0 -0.1 0.273
H -6.306 -0.302 7.401 0.1 0.0 0.1 0.290
H -5.406 -1.741 5.606 -0.1 0.0 0.0 0.205
O -1.410 3.392 -5.229 0.0 0.0 0.0 -0.546
C -1.130 2.275 -4.956 -0.1 0.0 0.0 0.646
O -0.504 1.885 -3.821 0.0 0.0 0.1 -0.247
C -0.479 0.456 -3.789 0.1 -0.1 0.1 -0.394
C -0.634 0.104 -5.252 -0.1 0.1 0.0 0.670
F -1.334 -1.043 -5.439 -0.1 0.0 0.0 -0.328
O -1.392 1.195 -5.741 0.2 0.0 -0.1 -0.315
H -1.330 0.088 -3.212 0.0 0.0 -0.1 0.238
H 0.449 0.101 -3.349 0.1 0.2 0.0 0.240
H 0.305 0.043 -5.800 0.0 -0.1 0.0 0.043
O 2.455 1.247 -6.641 0.0 -0.1 0.0 -0.483
C 1.974 1.341 -7.719 0.0 -0.1 0.0 0.625
O 2.655 1.408 -8.882 0.0 0.0 0.0 -0.352
C 1.717 1.342 -9.961 0.0 0.0 -0.1 -0.435
C 0.434 1.799 -9.295 0.0 0.0 0.1 0.293
F -0.657 1.179 -9.795 0.0 -0.1 0.0 -0.273
O 0.634 1.393 -7.954 0.0 0.2 0.0 -0.224
H 1.623 0.309 -10.301 -0.1 0.0 0.0 0.276
H 2.041 1.977 -10.780 0.1 0.1 0.1 0.275
H 0.268 2.877 -9.316 -0.1 0.0 0.0 0.279
O -4.619 -3.801 5.222 -0.1 0.0 0.0 -0.536
C -4.605 -3.939 4.045 0.0 0.1 0.0 0.602
O -5.666 -4.306 3.293 0.0 0.0 0.0 -0.327
C -5.306 -4.192 1.913 -0.1 0.0 -0.1 -0.443
C -3.794 -4.281 1.975 0.0 0.0 0.1 0.280
F -3.189 -3.519 1.036 0.0 0.1 0.0 -0.286
O -3.513 -3.752 3.257 0.1 -0.2 0.0 -0.128
H -5.616 -3.217 1.535 0.1 0.0 0.0 0.293
H -5.773 -4.984 1.335 0.0 -0.1 0.1 0.266
H -3.394 -5.294 1.914 0.1 0.0 -0.1 0.281

70
Properties=species:S:1:pos:R:3:forces:R:3:mulliken_charge:R:1 method="wB97M-V/def2-TZVPD" s2=0.7665 e_above_lowest_kcal_mol=5.9 charge=+1 multiplicity=2 homo_ev="-12.640 / -12.638" gap_ev="7.841 / 6.252"
Ir 0.136 -0.784 -0.771 -0.3 -0.1 -1.0 1.662
O 2.521 -1.025 -1.811 0.3 -0.2 -0.5 -0.374
C 2.165 -0.610 -0.765 -0.2 0.3 0.9 -0.172
C 2.881 -0.112 0.415 0.0 0.1 0.1 0.614
C 4.270 -0.157 0.494 -0.2 0.0 -0.1 -0.717
C 4.881 0.380 1.612 0.0 0.1 0.1 -0.800
C 4.119 0.960 2.622 0.0 0.0 0.0 -0.754
C 2.732 1.003 2.540 0.0 0.0 0.0 -0.474
C 2.110 0.462 1.429 0.0 -0.2 -0.2 0.507
P 0.316 0.315 1.207 0.1 -0.2 0.4 1.200
C -0.469 1.899 1.495 0.1 0.0 -0.1 0.839
C 0.241 3.092 1.354 -0.1 0.0 0.0 -0.724
C -0.392 4.299 1.608 0.0 0.0 0.0 -0.694
C -1.722 4.318 2.002 0.0 0.0 0.0 -0.658
C -2.433 3.133 2.136 0.0 0.0 0.0 -0.874
C -1.814 1.924 1.877 0.0 0.0 0.0 -0.723
C -0.275 -0.796 2.508 0.0 0.1 0.0 0.820
C -0.580 -0.290 3.773 0.0 0.1 0.1 -0.501
C -0.948 -1.154 4.791 0.0 0.0 0.0 -0.752
C -1.019 -2.521 4.555 0.0 0.0 0.0 -0.721
C -0.713 -3.028 3.301 0.0 0.0 0.0 -0.615
C -0.336 -2.168 2.281 0.0 0.1 0.0 0.198
H 4.847 -0.597 -0.309 0.0 0.0 0.0 0.583
H 5.958 0.357 1.701 0.0 0.0 0.0 0.457
H 4.614 1.384 3.485 0.0 0.0 0.0 0.466
H 2.152 1.455 3.335 0.0 0.0 0.0 0.505
H 1.275 3.085 1.045 0.0 0.0 0.0 0.422
H 0.156 5.224 1.494 0.0 0.0 0.0 0.467
H -2.210 5.263 2.203 0.0 0.0 0.0 0.449
H -3.471 3.151 2.439 0.0 0.0 0.0 0.463
H -2.371 1.002 1.992 0.0 0.0 0.0 0.553
H -0.541 0.775 3.964 0.0 0.0 0.0 0.433
H -1.186 -0.758 5.769 0.0 0.0 0.0 0.451
H -1.314 -3.191 5.352 0.0 0.0 0.0 0.414
H -0.765 -4.092 3.112 0.0 0.0 0.0 0.508
H -0.090 -2.587 1.319 0.0 0.1 0.0 -0.315
F 0.724 0.793 -4.284 0.0 -0.1 0.0 -0.190
C 1.414 1.779 -3.736 0.1 0.1 0.0 0.557
F 2.685 1.413 -3.621 -0.1 0.0 0.0 -0.191
F 1.322 2.861 -4.487 0.1 0.0 0.0 -0.201
S 0.759 2.166 -2.009 0.1 0.0 -0.3 1.056
O -0.116 0.962 -1.771 -0.3 0.2 0.4 -0.386
O 1.888 2.216 -1.131 0.0 0.0 0.0 -0.603
N -0.044 3.457 -2.064 0.0 0.1 -0.1 -0.357
S -1.320 3.693 -3.034 0.0 0.0 0.1 0.837
O -1.218 4.951 -3.679 0.0 0.0 0.0 -0.613
O -1.665 2.502 -3.755 0.0 0.0 0.0 -0.548
C -2.630 3.872 -1.751 0.0 0.0 -0.1 0.727
F -2.412 4.925 -0.981 0.0 0.0 0.0 -0.215
F -3.805 3.989 -2.353 0.0 0.0 0.0 -0.228
F -2.655 2.768 -0.985 0.0 0.0 0.0 -0.150
C 0.948 -4.246 -2.839 0.0 -0.1 0.0 -1.776
C -0.017 -3.938 -1.706 -0.2 0.2 0.2 0.359
O 0.069 -2.589 -1.356 0.3 -0.2 0.2 -0.229
C 0.340 -4.770 -0.454 0.0 0.0 -0.1 0.586
F -0.453 -4.482 0.588 -0.1 -0.2 -0.1 -0.217
F 1.598 -4.493 -0.080 0.0 0.0 0.0 -0.282
F 0.250 -6.074 -0.690 0.0 0.0 0.0 -0.267
C -1.476 -4.192 -2.158 0.0 0.0 0.0 0.539
F -1.661 -5.444 -2.568 0.0 0.0 0.0 -0.254
F -1.755 -3.369 -3.183 0.0 0.0 0.0 -0.255
F -2.356 -3.928 -1.187 0.0 0.0 0.0 -0.217
H 1.966 -4.040 -2.517 0.0 0.0 0.0 0.405
H 0.710 -3.618 -3.694 0.0 0.0 0.0 0.410
H 0.864 -5.292 -3.129 0.0 0.0 0.0 0.446
Cl -2.349 -0.692 -0.632 -0.1 -0.1 0.0 -0.113
C -2.880 -0.189 -2.323 0.0 0.0 0.0 0.202
Cl -4.369 -0.991 -2.711 0.0 0.0 0.0 -0.100
H -2.080 -0.491 -2.989 0.0 0.0 0.0 0.166
H -3.002 0.884 -2.283 0.0 0.0 0.0 -0.041

14
Properties=species:S:1:pos:R:3:forces:R:3:mulliken_charge:R:1 method="wB97M-V/def2-TZVPD" e_above_lowest_kcal_mol=9.3 multiplicity=1 homo_ev=-9.540 smiles="C=C(F)[C@@H](N)CF" gap_ev=10.554
C -0.396 1.469 -1.043 -0.4 0.4 -0.2 -0.793
C -0.728 0.200 -0.860 0.0 1.7 -1.0 0.251
F -1.535 -0.384 -1.792 0.4 -0.4 0.5 -0.281
C -0.288 -0.655 0.261 0.8 -0.6 -1.2 0.424
N 0.674 -1.696 -0.156 1.0 0.4 -0.2 -0.634
C 0.267 0.192 1.390 -0.7 -1.1 0.8 -0.802
F 1.470 0.766 1.023 0.0 0.3 0.0 -0.274
H 0.172 1.991 -0.298 0.3 0.0 0.1 0.287
H -0.725 2.089 -1.874 -0.1 -0.5 0.0 0.299
H -1.133 -1.231 0.523 -1.3 -0.2 1.1 0.244
H 1.607 -1.321 0.071 -0.4 -0.5 -0.7 0.290
H 0.622 -1.908 -1.171 0.1 0.4 1.0 0.248
H -0.505 0.927 1.665 0.6 0.1 0.0 0.387
H 0.498 -0.439 2.261 -0.2 0.1 -0.2 0.353

15
Properties=species:S:1:pos:R:3:forces:R:3:mulliken_charge:R:1 method="wB97M-V/def2-TZVPD" e_above_lowest_kcal_mol=136.5 charge=+1 multiplicity=1 homo_ev=-14.802 gap_ev=10.657
C -0.213 -0.884 0.391 0.7 -2.0 -1.8 -0.257
C -1.871 0.728 0.705 0.0 4.4 -0.9 -0.823
N 0.840 0.629 -2.381 -0.9 0.3 -0.2 -0.331
N -0.694 0.044 1.067 -0.1 0.3 1.8 0.031
N 1.074 0.292 -1.234 -1.8 -0.3 0.8 0.366
O 1.867 0.885 -3.204 1.5 0.6 -0.2 -0.383
O 2.272 0.174 -0.610 -0.4 0.1 -0.2 -0.369
H -0.792 -1.381 -0.397 0.1 0.5 0.3 0.289
H 0.770 -1.274 0.576 0.1 -0.2 0.5 0.390
H -0.167 0.392 1.858 0.1 0.2 0.0 0.326
H -1.614 1.357 -0.216 -0.3 -0.7 1.2 0.335
H -2.684 0.163 0.412 -1.5 -1.8 -0.3 0.337
H -2.205 1.465 1.469 0.4 -0.8 -0.3 0.315
H 1.561 1.506 -3.906 -0.1 -0.8 0.6 0.406
H 2.905 0.145 -1.303 1.9 0.1 -1.1 0.368

58
Properties=species:S:1:pos:R:3:forces:R:3:mulliken_charge:R:1 method="wB97M-V/def2-TZVPD" s2=3.7829 e_above_lowest_kcal_mol=0.0 charge=+1 multiplicity=4 homo_ev="-11.469 / -12.158" gap_ev="7.198 / 4.636"
Au 2.273 -1.056 0.020 -1.1 -0.6 1.6 0.964
N 2.316 -3.137 0.474 -0.7 -2.2 1.4 -0.564
C 3.086 -3.878 -0.546 0.5 -0.3 1.3 -0.246
C 3.923 -2.986 -1.350 1.9 -1.5 -2.0 0.398
O 4.863 -3.448 -2.009 -0.8 1.0 0.6 -0.499
N 3.565 -1.685 -1.388 1.4 0.6 -1.0 0.025
C 4.262 -0.698 -2.129 -1.2 -0.2 -1.4 -0.326
C 3.612 0.680 -1.862 -0.2 2.0 -0.1 0.257
O 3.885 1.693 -2.511 -0.5 -2.7 1.5 -0.585
O 2.709 0.656 -0.849 1.7 2.3 -2.0 -0.658
H 2.695 -3.332 1.420 -0.5 0.2 -0.7 0.340
H 1.334 -3.509 0.423 1.0 0.3 0.3 0.295
H 2.336 -4.291 -1.166 -0.5 -0.8 -1.0 0.209
H 3.786 -4.665 -0.196 -0.8 0.3 0.2 0.362
H 4.204 -0.980 -3.216 -0.2 0.4 0.5 0.379
H 5.317 -0.798 -1.979 0.9 0.4 0.5 0.444
S 0.743 -0.772 1.787 0.8 -0.3 0.8 -0.336
Sb -0.662 0.476 0.438 -1.9 1.6 0.6 1.756
C -0.741 2.180 1.724 0.4 0.1 0.1 0.034
C -1.890 2.964 1.750 -1.3 0.5 -0.3 -0.362
C -1.842 4.285 2.211 -0.6 -0.1 0.0 -0.443
C -0.651 4.839 2.701 -1.4 -0.4 -0.1 -0.708
C 0.381 3.966 2.904 1.7 -0.4 -0.1 -0.497
C 0.357 2.638 2.416 0.2 1.2 0.6 -0.254
C -2.390 -0.286 1.506 -1.1 -0.1 1.1 0.746
C -2.498 0.015 2.914 0.4 -0.3 -1.7 -0.309
C -3.679 -0.215 3.620 1.4 0.0 -1.0 -0.656
C -4.717 -0.816 2.929 -0.7 -0.2 0.5 -0.465
C -4.542 -1.295 1.630 -1.5 -0.4 1.3 -0.651
C -3.425 -0.996 0.910 1.2 0.5 -0.6 -0.751
C 0.022 1.468 -1.393 -0.2 0.2 0.1 0.355
C -0.086 0.770 -2.577 0.8 -0.3 -1.3 -0.456
C 0.356 1.373 -3.790 -0.5 0.0 1.2 -0.766
C 0.893 2.662 -3.746 -0.6 0.0 0.3 -0.468
C 0.888 3.425 -2.578 -0.2 -3.2 1.9 -0.706
C 0.514 2.777 -1.346 -0.7 1.5 -0.5 -0.168
H -2.880 2.536 1.470 0.9 0.4 -0.1 0.351
H -2.771 4.884 2.231 0.6 -0.4 -0.2 0.370
H -0.668 5.879 3.012 0.4 -0.2 0.0 0.434
H 1.321 4.325 3.347 -0.5 -0.3 0.0 0.362
H 1.178 2.001 2.697 0.4 -0.1 -0.4 0.361
H -1.644 0.397 3.433 0.3 0.4 0.2 0.413
H -3.643 0.031 4.677 -0.6 0.0 -0.2 0.421
H -5.669 -0.927 3.461 0.3 -0.3 -0.4 0.369
H -5.306 -1.969 1.238 0.1 0.5 -0.2 0.439
H -3.366 -1.332 -0.106 0.0 0.0 -0.2 0.471
H -0.362 -0.280 -2.550 -0.3 0.2 -0.3 0.621
H 0.204 0.872 -4.751 0.3 0.0 0.5 0.457
H 1.262 3.080 -4.657 0.2 0.3 -0.4 0.426
H 1.334 4.369 -2.455 0.3 1.1 -0.4 0.448
H 0.482 3.441 -0.447 0.2 -1.0 -0.6 0.190
F -0.698 -1.833 -1.017 -0.2 -0.7 0.4 -0.352
Sb -1.552 -3.670 -1.139 -0.7 -1.1 0.2 2.266
F -1.271 -3.490 -3.006 0.0 -0.3 0.8 -0.516
F -3.233 -2.849 -1.349 0.3 0.2 0.0 -0.543
F -2.509 -5.337 -1.025 1.1 1.1 -0.5 -0.508
F -1.593 -3.637 0.777 0.3 0.5 -0.8 -0.563
F 0.189 -4.514 -0.984 -0.5 0.6 0.0 -0.606

| no. | energy (a.u.) | strongest force on any atom (eV/Å) |
| --- | --- | --- |
| 1 | -3180.67539 | 0.709 |
| 2 | -4868.94498 | 1.000 |
| 3 | -411.05933 | 1.935 |
| 4 | -395.33982 | 4.523 |
| 5 | -2799.39763 | 3.701 |